{"formula": "C23H22N4O4", "method": "wB97M-V/def2-TZVPD", "total_charge": 0, "largest_force_ev_per_a": 1.2, "smiles": "COc1cc(/C=N/NC(=O)c2cccnc2)ccc1OCC(=O)Nc1ccc(C)cc1", "de_lowest_kcal_mol": 72.1, "molar_mass_g_mol": 418.45, "homo_energy_ha": -0.303, "orbital_gap_ev": 8.456, "species": ["C", "H", "O", "C", "C", "C", "C", "C", "C", "O", "C", "C", "O", "N", "C", "C", "C", "C", "C", "C", "H", "H", "C", "H", "H", "H", "H", "H", "H", "H", "H", "H", "H", "C", "N", "N", "C", "O", "C", "C", "C", "C", "N", "C", "H", "H", "H", "H", "H", "H", "H", "H", "H"], "positions_angstrom": [[-0.6179, -0.5863, 2.9328], [-1.0427, -0.0077, 3.7516], [-1.7158, -0.9681, 2.1302], [-1.4763, -1.7880, 1.0701], [-0.2189, -2.1267, 0.6137], [-0.0579, -2.9576, -0.4986], [-1.1805, -3.4826, -1.1285], [-2.4447, -3.1237, -0.6966], [-2.6104, -2.2711, 0.3826], [-3.8467, -1.8565, 0.8316], [-4.6785, -1.2748, -0.1546], [-3.9838, -0.0916, -0.8516], [-4.1521, 0.1459, -2.0272], [-3.1954, 0.5961, 0.0056], [-2.2292, 1.5698, -0.2696], [-1.5534, 2.1343, 0.8083], [-0.5510, 3.0604, 0.5966], [-0.1979, 3.4473, -0.6890], [-0.8908, 2.8893, -1.7574], [-1.8970, 1.9634, -1.5617], [-2.4243, 1.5401, -2.4002], [-0.6354, 3.1843, -2.7650], [0.8912, 4.4482, -0.9309], [1.6234, 4.0514, -1.6325], [1.3961, 4.7066, -0.0034], [0.4778, 5.3592, -1.3632], [-0.0379, 3.4886, 1.4458], [-1.8171, 1.8421, 1.8141], [-3.1951, 0.2672, 0.9671], [-4.9901, -1.9921, -0.9214], [-5.5677, -0.9241, 0.3769], [-3.3137, -3.5057, -1.2093], [-1.0705, -4.1411, -1.9766], [1.2776, -3.2019, -1.0057], [2.2177, -2.4339, -0.6290], [3.4749, -2.5676, -1.0622], [4.4147, -1.5989, -0.8170], [5.5315, -1.6817, -1.2779], [3.9178, -0.4542, -0.0049], [4.1517, 0.8449, -0.4439], [3.6272, 1.9015, 0.2814], [2.8793, 1.6135, 1.4121], [2.6897, 0.3838, 1.8628], [3.2068, -0.6209, 1.1826], [3.0591, -1.6037, 1.6084], [2.4186, 2.3987, 1.9964], [3.7862, 2.9218, -0.0295], [4.7256, 1.0092, -1.3441], [3.7409, -3.3290, -1.6932], [1.4228, -4.0156, -1.7244], [0.6667, -1.7296, 1.0779], [-0.1041, -1.4611, 3.3394], [0.0995, 0.0282, 2.3809]], "mulliken_charge": [-0.949, 0.266, -0.386, 0.904, -0.125, 0.461, -1.019, -0.609, 0.429, -0.557, -0.822, 0.700, -0.659, -0.141, 0.516, -0.346, -0.581, 0.718, -0.793, -0.520, 0.506, 0.397, -1.609, 0.336, 0.326, 0.418, 0.329, 0.442, 0.250, 0.358, 0.403, 0.380, 0.391, -0.552, 0.224, -0.486, -0.012, -0.622, 0.649, -0.495, -0.472, -0.397, -0.529, -0.245, 0.617, 0.416, 0.489, 0.473, 0.258, 0.377, 0.202, 0.402, 0.290]}

---

{"formula": "C23H23BrN3O6PPdSTe", "method": "wB97M-V/def2-TZVPD", "multiplicity": 5, "s_squared": 6.067, "total_charge": 2, "largest_force_ev_per_a": 4.6, "molar_mass_g_mol": 814.42, "homo_energy_ha": [-0.457, -0.531], "orbital_gap_ev": [4.957, 5.268], "species": ["Pd", "Br", "C", "C", "C", "C", "C", "C", "N", "C", "C", "C", "C", "C", "C", "N", "H", "H", "H", "H", "H", "H", "H", "H", "H", "O", "S", "O", "N", "C", "O", "C", "C", "C", "C", "C", "C", "H", "H", "H", "H", "C", "C", "O", "P", "O", "Te", "O", "C", "C", "H", "H", "H", "H", "H", "H", "H", "H", "H", "H"], "positions_angstrom": [[0.1163, -1.2784, -0.0852], [4.2247, -2.7558, -6.1636], [3.6453, -2.1149, -4.5197], [2.2600, -1.9441, -4.3975], [1.6839, -1.4976, -3.2280], [2.5195, -1.5312, -2.0680], [3.9175, -1.4237, -2.2070], [4.4837, -1.8112, -3.4144], [2.0957, -1.6355, -0.7567], [2.8762, -2.2160, 0.1458], [2.2503, -2.6372, 1.3616], [2.9399, -3.1872, 2.4868], [2.1239, -3.5582, 3.6102], [0.7418, -3.4386, 3.4846], [0.1311, -3.0242, 2.3399], [0.8433, -2.6477, 1.2789], [1.6111, -2.1654, -5.2420], [0.6276, -1.2464, -3.1440], [4.4566, -1.1441, -1.3708], [5.5349, -1.8961, -3.5968], [4.0313, -2.2746, 0.1091], [4.0112, -3.2137, 2.5588], [2.5410, -4.0641, 4.4922], [0.1277, -3.6638, 4.3852], [-0.9493, -2.8944, 2.2014], [-3.9163, 3.0976, 0.8442], [-4.1799, 1.6743, 1.0011], [-5.3489, 1.1503, 0.3508], [-2.9357, 0.6343, 0.4786], [-2.2585, 0.1302, 1.5591], [-1.1783, -0.5360, 1.4505], [-2.8898, 0.3503, 2.8434], [-2.6248, -0.2602, 4.0965], [-3.6455, -0.2440, 5.0612], [-4.7911, 0.5109, 4.9141], [-4.9265, 1.2903, 3.7887], [-3.9809, 1.2297, 2.7103], [-1.6660, -0.7796, 4.2919], [-3.4487, -0.8488, 5.9768], [-5.5795, 0.6137, 5.6931], [-5.7618, 2.0054, 3.6567], [1.0867, 3.0458, -4.6594], [-0.1368, 2.4078, -4.1516], [0.2110, 1.5257, -3.0495], [-0.5262, 1.1493, -1.7274], [0.6570, 0.6557, -0.8644], [-2.4650, -0.3297, -1.5553], [-1.1601, 2.4853, -1.0542], [-0.1903, 3.3874, -0.4665], [-0.0408, 3.2223, 1.0809], [0.8693, 3.5176, -5.6293], [1.8988, 2.3332, -4.8181], [1.5231, 3.8322, -4.0151], [-0.6369, 1.7609, -4.9204], [-0.8942, 3.1211, -3.6904], [-0.5617, 4.3939, -0.7616], [0.7615, 3.1698, -0.9681], [-0.8478, 3.7399, 1.4966], [0.8627, 3.6940, 1.4244], [-0.1231, 2.1336, 1.3517]], "lowdin_spin": [0.273, 0.168, 0.246, 0.044, 0.109, 0.181, 0.118, 0.019, 0.227, 0.357, 0.037, 0.119, 0.009, 0.097, 0.026, 0.092, -0.002, 0.013, 0.004, -0.003, 0.013, 0.004, -0.002, 0.004, 0.000, 0.006, 0.025, 0.004, 0.288, 0.021, 0.044, 0.008, 0.001, 0.000, 0.000, 0.003, 0.015, 0.000, 0.000, 0.000, 0.000, 0.000, 0.001, 0.010, 0.076, 0.096, 1.229, 0.015, 0.003, 0.000, 0.000, 0.000, 0.000, 0.001, 0.000, 0.000, 0.001, 0.000, 0.000, 0.000]}

---

{"formula": "C23H23Cl2INO4Tl", "method": "wB97M-V/def2-TZVPD", "total_charge": 2, "largest_force_ev_per_a": 0.2, "molar_mass_g_mol": 779.63, "homo_energy_ha": -0.488, "orbital_gap_ev": 3.348, "species": ["Tl", "C", "O", "C", "C", "C", "C", "C", "C", "O", "C", "O", "C", "H", "H", "H", "H", "H", "H", "H", "H", "H", "I", "C", "C", "C", "C", "N", "C", "H", "H", "H", "H", "Cl", "C", "Cl", "H", "H", "C", "C", "O", "C", "C", "C", "C", "C", "C", "H", "H", "H", "H", "H", "H", "H", "H"], "positions_angstrom": [[-0.9988, 0.8005, -0.1895], [4.6177, 2.6057, 4.6032], [3.7405, 1.8225, 5.4366], [2.7794, 1.1446, 4.8381], [1.9453, 0.4192, 5.7506], [0.8318, -0.3541, 5.3908], [0.4963, -0.4466, 4.0744], [-0.7946, -1.0726, 3.5875], [-1.1888, -2.4297, 4.0506], [-1.4397, -0.3682, 2.8509], [1.3824, 0.2264, 3.0496], [1.1708, 0.0561, 1.8716], [2.5176, 1.0426, 3.5068], [5.2810, 3.1211, 5.2882], [4.0327, 3.3270, 4.0308], [5.1846, 1.9462, 3.9458], [2.2133, 0.4957, 6.8009], [0.2568, -0.8357, 6.1705], [-0.6622, -2.7528, 4.9453], [-0.9538, -3.1352, 3.2484], [-2.2666, -2.4534, 4.2067], [3.1050, 1.5050, 2.7253], [-6.5243, -2.3069, -0.3537], [-4.5090, -2.4033, -0.8157], [-3.9654, -3.4996, -1.4740], [-2.6072, -3.4992, -1.7559], [-1.8447, -2.4103, -1.3777], [-2.3606, -1.3553, -0.7434], [-3.6646, -1.3573, -0.4698], [-4.5894, -4.3341, -1.7632], [-2.1482, -4.3314, -2.2701], [-0.7864, -2.3675, -1.6036], [-4.0584, -0.4896, 0.0483], [1.3269, 3.1998, -1.5561], [2.7914, 3.8046, -0.7729], [2.6350, 3.7916, 0.9982], [2.9473, 4.8310, -1.0827], [3.6217, 3.1641, -1.0442], [2.1037, -0.0500, -3.1317], [0.6407, 0.1307, -3.4042], [-0.1596, 0.1168, -2.4646], [0.1613, 0.3027, -4.7843], [1.0497, 0.2988, -5.8630], [0.5746, 0.4584, -7.1546], [-0.7858, 0.6228, -7.3723], [-1.6768, 0.6254, -6.3046], [-1.2066, 0.4644, -5.0158], [2.2665, -0.0846, -2.0577], [2.6841, 0.7622, -3.5689], [2.4575, -0.9780, -3.5845], [2.1111, 0.1716, -5.7023], [1.2625, 0.4546, -7.9884], [-1.1560, 0.7505, -8.3808], [-2.7346, 0.7531, -6.4870], [-1.8900, 0.4615, -4.1779]], "mulliken_charge": [0.938, -0.746, -0.387, 0.492, -0.227, -0.635, 0.579, 0.605, -1.223, -0.494, -0.094, -0.440, -0.178, 0.252, 0.325, 0.355, 0.511, 0.529, 0.459, 0.309, 0.349, 0.631, 0.190, -0.471, -0.032, -0.908, -0.227, -0.131, -0.086, 0.418, 0.436, 0.483, 0.398, -0.121, -0.323, -0.117, 0.355, 0.232, -1.384, 0.714, -0.550, 0.652, -0.316, -0.806, -0.410, -0.633, -0.318, 0.191, 0.444, 0.462, 0.330, 0.410, 0.411, 0.409, 0.392]}

---

Please write out number 3 again, unchanged.
{"formula": "C23H23Cl2INO4Tl", "method": "wB97M-V/def2-TZVPD", "total_charge": 2, "largest_force_ev_per_a": 0.2, "molar_mass_g_mol": 779.63, "homo_energy_ha": -0.488, "orbital_gap_ev": 3.348, "species": ["Tl", "C", "O", "C", "C", "C", "C", "C", "C", "O", "C", "O", "C", "H", "H", "H", "H", "H", "H", "H", "H", "H", "I", "C", "C", "C", "C", "N", "C", "H", "H", "H", "H", "Cl", "C", "Cl", "H", "H", "C", "C", "O", "C", "C", "C", "C", "C", "C", "H", "H", "H", "H", "H", "H", "H", "H"], "positions_angstrom": [[-0.9988, 0.8005, -0.1895], [4.6177, 2.6057, 4.6032], [3.7405, 1.8225, 5.4366], [2.7794, 1.1446, 4.8381], [1.9453, 0.4192, 5.7506], [0.8318, -0.3541, 5.3908], [0.4963, -0.4466, 4.0744], [-0.7946, -1.0726, 3.5875], [-1.1888, -2.4297, 4.0506], [-1.4397, -0.3682, 2.8509], [1.3824, 0.2264, 3.0496], [1.1708, 0.0561, 1.8716], [2.5176, 1.0426, 3.5068], [5.2810, 3.1211, 5.2882], [4.0327, 3.3270, 4.0308], [5.1846, 1.9462, 3.9458], [2.2133, 0.4957, 6.8009], [0.2568, -0.8357, 6.1705], [-0.6622, -2.7528, 4.9453], [-0.9538, -3.1352, 3.2484], [-2.2666, -2.4534, 4.2067], [3.1050, 1.5050, 2.7253], [-6.5243, -2.3069, -0.3537], [-4.5090, -2.4033, -0.8157], [-3.9654, -3.4996, -1.4740], [-2.6072, -3.4992, -1.7559], [-1.8447, -2.4103, -1.3777], [-2.3606, -1.3553, -0.7434], [-3.6646, -1.3573, -0.4698], [-4.5894, -4.3341, -1.7632], [-2.1482, -4.3314, -2.2701], [-0.7864, -2.3675, -1.6036], [-4.0584, -0.4896, 0.0483], [1.3269, 3.1998, -1.5561], [2.7914, 3.8046, -0.7729], [2.6350, 3.7916, 0.9982], [2.9473, 4.8310, -1.0827], [3.6217, 3.1641, -1.0442], [2.1037, -0.0500, -3.1317], [0.6407, 0.1307, -3.4042], [-0.1596, 0.1168, -2.4646], [0.1613, 0.3027, -4.7843], [1.0497, 0.2988, -5.8630], [0.5746, 0.4584, -7.1546], [-0.7858, 0.6228, -7.3723], [-1.6768, 0.6254, -6.3046], [-1.2066, 0.4644, -5.0158], [2.2665, -0.0846, -2.0577], [2.6841, 0.7622, -3.5689], [2.4575, -0.9780, -3.5845], [2.1111, 0.1716, -5.7023], [1.2625, 0.4546, -7.9884], [-1.1560, 0.7505, -8.3808], [-2.7346, 0.7531, -6.4870], [-1.8900, 0.4615, -4.1779]], "mulliken_charge": [0.938, -0.746, -0.387, 0.492, -0.227, -0.635, 0.579, 0.605, -1.223, -0.494, -0.094, -0.440, -0.178, 0.252, 0.325, 0.355, 0.511, 0.529, 0.459, 0.309, 0.349, 0.631, 0.190, -0.471, -0.032, -0.908, -0.227, -0.131, -0.086, 0.418, 0.436, 0.483, 0.398, -0.121, -0.323, -0.117, 0.355, 0.232, -1.384, 0.714, -0.550, 0.652, -0.316, -0.806, -0.410, -0.633, -0.318, 0.191, 0.444, 0.462, 0.330, 0.410, 0.411, 0.409, 0.392]}

---

> Which formula does entry 1 have?

C23H22N4O4